[1]
One molecule with the formula C6H9ClOS, computed with ωB97M-V/def2-TZVPD.

Results
orbital gap	0.353	hartree
largest force on an atom	7.29	eV/A
relative energy (zero: lowest compared OMol25 entry of this formula, charge and spin)	50.23	kcal/mol
E_tot	-31769.5593	eV
molecular weight	164.66	g mol⁻¹

XYZ file:
```
18
Properties=species:S:1:pos:R:3:nbo_charge:R:1
C -0.67 -1.31 -0.76 -0.3798
H 0.20 -2.04 -0.75 0.2300
C 0.39 1.19 1.38 -0.4762
O 1.72 -1.13 1.02 -0.9997
C 1.20 0.42 -1.08 -0.5513
H 1.50 1.42 -1.34 0.2227
H 0.00 1.06 2.41 0.2429
H -0.42 -1.35 1.24 0.2543
Cl 0.67 2.89 0.97 -0.0382
H -1.77 1.09 0.50 0.2187
C -1.12 -0.94 0.60 -0.4818
C -0.98 0.43 0.31 -0.1079
H 1.76 -0.11 -1.79 0.2344
H -2.08 -1.17 1.02 0.2089
H -1.45 -1.52 -1.54 0.2094
H -0.61 0.64 -1.89 0.2258
S 1.91 0.26 0.72 1.2619
C -0.26 0.17 -1.01 -0.2741
```

---

[2]
C6H9CuINO4 as an isolated structure, computed with ωB97M-V/def2-TZVPD.

Results
orbital gap	0.185	hartree
largest force on an atom	4.87	eV/A
relative energy (zero: lowest compared OMol25 entry of this formula, charge and spin)	45.38	kcal/mol
E_tot	-68784.3157	eV
molecular weight	349.59	g mol⁻¹

XYZ file:
```
22
Properties=species:S:1:pos:R:3:nbo_charge:R:1
H -2.05 0.78 -1.30 0.2477
O -4.04 1.17 0.14 -0.7446
O -3.31 -0.30 1.61 -0.7817
H -2.41 -1.57 -1.41 0.3957
N -1.63 -1.21 -0.85 -0.7403
H 4.63 0.00 0.40 0.2421
C 2.44 -0.26 0.25 0.8167
O 2.36 -0.49 1.43 -0.5516
C 0.63 0.97 -0.59 -0.0815
H 1.26 1.79 -0.16 0.1898
H 4.01 -0.51 -1.25 0.2382
C 3.82 0.15 -0.36 -0.7342
H 3.77 1.24 -0.67 0.2380
C -0.64 0.82 0.35 -0.4465
C -1.86 0.16 -0.38 -0.1920
Cu -3.03 -3.64 1.86 0.7457
C -3.14 0.32 0.53 0.7080
O 1.32 -0.33 -0.59 -0.5756
H -0.98 1.85 0.66 0.2445
H 0.25 1.21 -1.62 0.2006
H -0.32 0.31 1.30 0.2363
I -1.06 -2.45 0.66 0.3451
```

---

[3]
C6H9CuNO9 as an isolated structure, computed with ωB97M-V/def2-TZVPD.

Results
2S+1	2
orbital gap (alpha / beta)	0.282 / 0.280	hartree
total charge	-2
largest force on an atom	1.33	eV/A
relative energy (zero: lowest compared OMol25 entry of this formula, charge and spin)	0.00	kcal/mol
E_tot	-70924.1541	eV
molecular weight	302.68	g mol⁻¹

XYZ file:
```
26
Properties=species:S:1:pos:R:3:mulliken_spin:R:1
H 1.07 -3.03 2.80 -0.0002
O -0.35 2.63 0.25 0.0061
H -3.95 -1.42 -1.46 0.0001
H 3.18 -1.18 -2.95 0.0006
O -2.32 0.21 0.11 0.0667
O -1.75 0.49 -1.99 0.0165
C 3.29 -0.49 -2.12 0.0020
O -0.77 3.10 2.33 -0.0003
H 2.15 -1.70 3.20 -0.0004
C -3.95 -0.33 -1.54 -0.0007
H 0.49 -1.71 3.89 -0.0001
C -2.59 0.17 -1.12 -0.0069
O -0.31 -1.64 1.10 0.0021
H -4.20 -0.08 -2.57 0.0011
O 0.96 -0.76 -1.71 0.0036
O 0.90 0.06 1.77 0.0234
C 1.10 -1.96 3.03 0.0035
O 0.16 4.58 1.03 0.0007
H 3.81 -0.98 -1.30 0.0000
H -4.75 0.03 -0.89 0.0005
H 3.87 0.37 -2.48 -0.0003
N -0.29 3.44 1.23 0.0002
C 1.96 -0.03 -1.54 -0.0070
O 1.91 1.00 -0.83 0.0587
C 0.54 -1.15 1.87 -0.0020
Cu -0.17 0.41 -0.13 0.8320
```

---

[4]
A 2-piece molecular cluster, C6H9F overall, computed with ωB97M-V/def2-TZVPD.

Results
orbital gap	0.287	hartree
largest force on an atom	3.55	eV/A
relative energy (zero: lowest compared OMol25 entry of this formula, charge and spin)	164.15	kcal/mol
E_tot	-9077.5759	eV
molecular weight	100.14	g mol⁻¹

XYZ file:
```
16
Properties=species:S:1:pos:R:3:nbo_charge:R:1
H -0.14 -1.84 1.70 0.2132
C 1.37 -0.50 -0.18 -0.6083
H -0.50 -0.59 2.70 0.2163
H 1.88 0.42 -0.67 0.2232
F -0.79 1.72 1.61 -0.3625
H -1.22 -0.52 1.00 0.2199
H -2.87 2.42 -2.18 0.2880
H -1.31 1.80 -3.05 0.2973
C -0.34 -0.74 1.65 -0.6226
C 0.36 1.50 0.98 0.4395
H 2.26 -1.12 -0.03 0.2245
C -1.22 1.53 -1.15 0.2735
C -1.84 2.09 -2.14 -0.8186
C 0.71 0.08 1.11 -0.4662
H 1.55 0.24 1.82 0.2602
H 0.59 -0.80 -0.96 0.2229
```